No. 1
DFT (ωB97M-V with the def2-TZVPD basis set) results for an isolated molecule of C3H4N2O.

Geometry as XYZ:
```
10
Properties=species:S:1:pos:R:3:mulliken_charge:R:1
N -0.78 -1.60 -0.04 -0.446
C -0.08 -0.42 0.04 0.580
C 0.66 0.26 0.96 -0.443
N 0.87 1.55 0.48 -0.512
C 0.34 1.56 -0.68 0.039
O -0.24 0.40 -1.04 -0.366
H -1.10 -1.92 -0.94 0.214
H -1.07 -2.12 0.77 0.181
H 1.10 -0.05 1.89 0.379
H 0.29 2.34 -1.43 0.375
```

Properties
energy relative to the best compared isomer or geometry (same formula, charge and spin)	23.1	kcal/mol
SMILES	Nc1cnco1
highest occupied orbital energy	-8.1	eV
net charge	0



No. 2
DFT (ωB97M-V with the def2-TZVPD basis set) results for an isolated molecule of C3H4N2O at a distorted geometry.

Geometry as XYZ:
```
10
Properties=species:S:1:pos:R:3:mulliken_charge:R:1
H -2.86 0.38 -0.17 0.240
N -1.92 0.01 -0.06 -0.590
C -1.07 0.90 -0.38 0.123
O 0.26 0.71 -0.35 -0.290
C 0.70 -0.53 0.21 -0.220
C 2.16 -0.68 0.09 0.186
N 3.29 -0.84 0.27 -0.397
H -1.28 1.92 -0.70 0.365
H 0.13 -1.36 -0.20 0.327
H 0.59 -0.52 1.29 0.257
```

Properties
energy relative to the best compared isomer or geometry (same formula, charge and spin)	36.2	kcal/mol
SMILES	[H]/N=C/OCC#N
highest occupied orbital energy	-11.0	eV
net charge	0



No. 3
DFT (ωB97M-V with the def2-TZVPD basis set) results for an isolated molecule of C3H4N2O at a distorted geometry.

Geometry as XYZ:
```
10
Properties=species:S:1:pos:R:3:mulliken_charge:R:1
C 0.79 1.07 -1.00 -0.916
C 0.21 -0.06 -0.01 0.729
N 0.28 -0.52 1.24 -0.588
C -0.87 -1.19 1.42 -0.059
N -1.51 -1.34 0.29 -0.303
O -0.92 -0.34 -0.57 -0.126
H -0.05 1.88 -0.88 0.229
H 1.44 0.90 -2.06 0.296
H 1.68 1.48 -0.55 0.341
H -1.06 -1.88 2.13 0.396
```

Properties
energy relative to the best compared isomer or geometry (same formula, charge and spin)	86.9	kcal/mol
SMILES	Cc1ncno1
highest occupied orbital energy	-10.4	eV
net charge	0



No. 4
DFT (ωB97M-V with the def2-TZVPD basis set) results for an isolated molecule of C3H4N2O at a distorted geometry.

Geometry as XYZ:
```
10
Properties=species:S:1:pos:R:3:mulliken_charge:R:1
O -1.96 0.23 0.41 -0.522
C -0.65 -0.07 0.34 0.375
C 0.45 0.65 0.68 -0.487
C 1.50 -0.03 0.05 -0.080
N 1.11 -1.19 -0.50 -0.703
N -0.22 -1.20 -0.26 0.240
H -1.99 1.17 0.67 0.325
H 0.58 1.59 1.20 0.376
H 1.97 0.79 -0.48 0.222
H -0.82 -1.92 -0.63 0.254
```

Properties
energy relative to the best compared isomer or geometry (same formula, charge and spin)	59.0	kcal/mol
SMILES	Oc1ccn[nH]1
highest occupied orbital energy	-8.8	eV
net charge	0



No. 5
DFT (ωB97M-V with the def2-TZVPD basis set) results for an isolated molecule of C3H4N2O.

Geometry as XYZ:
```
10
Properties=species:S:1:pos:R:3:mulliken_charge:R:1
H -2.29 -1.30 0.72 0.239
N -1.65 -0.58 0.41 -0.614
C -0.43 -0.95 0.49 -0.011
C 0.63 -0.06 0.01 -0.275
O 1.97 -0.31 0.21 -0.524
C 0.18 1.05 -0.56 0.679
N -0.34 2.01 -1.10 -0.482
H -0.09 -1.92 0.86 0.383
H 2.34 -0.76 -0.56 0.322
H -0.32 2.82 -0.49 0.283
```

Properties
energy relative to the best compared isomer or geometry (same formula, charge and spin)	63.8	kcal/mol
SMILES	[H]/N=C/C(O)=C=N
highest occupied orbital energy	-8.7	eV
net charge	0



No. 6
DFT (ωB97M-V with the def2-TZVPD basis set) results for a structure of composition C3H4N2O.

Geometry as XYZ:
```
10
Properties=species:S:1:pos:R:3:mulliken_charge:R:1
O -1.71 -1.09 0.03 -0.486
C -0.55 -0.40 -0.11 0.329
C -0.36 0.97 -0.34 -0.259
N 0.90 1.30 -0.08 -0.502
C 1.50 0.16 0.29 -0.094
N 0.71 -0.93 0.37 -0.473
H -2.19 -0.70 0.77 0.348
H -1.11 1.69 -0.64 0.411
H 2.56 0.11 0.50 0.393
H 0.25 -1.12 -0.81 0.333
```

Properties
energy relative to the best compared isomer or geometry (same formula, charge and spin)	70.1	kcal/mol
highest occupied orbital energy	-9.6	eV
net charge	0



No. 7
DFT (ωB97M-V with the def2-TZVPD basis set) results for an isolated molecule of C3H4N2O at a distorted geometry.

Geometry as XYZ:
```
10
Properties=species:S:1:pos:R:3:mulliken_charge:R:1
N -1.49 -0.12 -0.79 -0.513
C -0.25 -0.10 -0.21 0.486
C 0.19 0.85 0.89 -0.281
N 1.40 0.96 1.10 -0.277
O 2.02 -0.03 0.28 -0.200
C 0.96 -0.70 -0.40 -0.410
H -2.18 0.19 -0.16 0.239
H -1.67 -1.01 -1.29 0.253
H -0.35 1.67 1.31 0.372
H 1.37 -1.71 -0.72 0.331
```

Properties
energy relative to the best compared isomer or geometry (same formula, charge and spin)	70.8	kcal/mol
SMILES	Nc1cnoc1
highest occupied orbital energy	-8.6	eV
net charge	0



No. 8
DFT (ωB97M-V with the def2-TZVPD basis set) results for an isolated molecule of C3H4N2O at a distorted geometry.

Geometry as XYZ:
```
10
Properties=species:S:1:pos:R:3:mulliken_charge:R:1
N 2.33 0.59 -1.21 -0.369
C 1.58 -0.04 -0.59 0.226
C 0.62 -0.78 0.23 -0.309
C -0.75 -0.13 0.46 0.428
N -1.13 0.96 -0.27 -0.368
O -1.41 -0.54 1.39 -0.584
H 1.02 -0.88 1.24 0.246
H 0.50 -1.81 -0.15 0.266
H -1.93 1.44 0.11 0.242
H -0.85 1.20 -1.21 0.223
```

Properties
energy relative to the best compared isomer or geometry (same formula, charge and spin)	7.2	kcal/mol
SMILES	N#CCC(N)=O
highest occupied orbital energy	-10.5	eV
net charge	0



No. 9
DFT (ωB97M-V with the def2-TZVPD basis set) results for a cluster of 2 separate species, C3H4N2O in total.

Geometry as XYZ:
```
10
Properties=species:S:1:pos:R:3:mulliken_charge:R:1
O 2.27 -0.12 0.00 -0.579
C 1.04 0.16 0.27 0.652
C 0.15 -0.90 -0.13 -0.529
N -1.07 -0.15 -0.26 -0.080
C -0.82 1.10 0.15 -0.112
N 0.43 1.35 0.50 -0.577
H 1.49 -0.98 -0.66 0.375
H 0.08 -1.80 0.48 0.281
H -1.98 -0.52 -0.48 0.196
H -1.59 1.86 0.14 0.373
```

Properties
energy relative to the best compared isomer or geometry (same formula, charge and spin)	79.9	kcal/mol
highest occupied orbital energy	-8.8	eV
net charge	0



No. 10
DFT (ωB97M-V with the def2-TZVPD basis set) results for an isolated molecule of C3H4N2O.

Geometry as XYZ:
```
10
Properties=species:S:1:pos:R:3:mulliken_charge:R:1
O -2.15 0.33 -0.57 -0.496
C -0.84 0.14 -0.29 0.565
C -0.31 -0.14 0.99 -0.476
C 1.03 -0.28 0.76 -0.371
N 1.22 -0.13 -0.57 0.205
N 0.08 0.18 -1.23 -0.803
H -2.20 0.47 -1.53 0.363
H -0.82 -0.22 1.94 0.357
H 1.87 -0.53 1.39 0.395
H 2.12 0.17 -0.89 0.261
```

Properties
energy relative to the best compared isomer or geometry (same formula, charge and spin)	23.1	kcal/mol
SMILES	Oc1cc[nH]n1
highest occupied orbital energy	-9.0	eV
net charge	0



No. 11
DFT (ωB97M-V with the def2-TZVPD basis set) results for an isolated molecule of C3H4N2O.

Geometry as XYZ:
```
10
Properties=species:S:1:pos:R:3:mulliken_charge:R:1
N -1.66 0.45 0.26 -0.388
C -0.61 -0.10 -0.36 0.390
C 0.11 -0.57 -1.33 -0.431
N 0.55 -0.80 0.12 -0.399
C 1.53 0.00 0.70 0.194
O 1.29 1.04 1.28 -0.509
H -1.47 0.94 1.12 0.257
H -2.50 0.66 -0.25 0.222
H 0.21 -1.18 -2.22 0.308
H 2.54 -0.45 0.69 0.355
```

Properties
energy relative to the best compared isomer or geometry (same formula, charge and spin)	86.9	kcal/mol
SMILES	NC1=CN1C=O
highest occupied orbital energy	-8.2	eV
net charge	0



No. 12
DFT (ωB97M-V with the def2-TZVPD basis set) results for an isolated molecule of C3H4N2O.

Geometry as XYZ:
```
10
Properties=species:S:1:pos:R:3:mulliken_charge:R:1
O 1.81 -0.81 -0.71 -0.257
C 1.00 0.01 -1.31 -0.269
C -0.43 -0.29 -1.21 0.222
N -1.26 -0.10 -0.25 -0.531
C -0.79 0.43 0.97 0.061
N 0.22 1.19 1.04 -0.539
H 1.36 -1.49 -0.17 0.341
H -0.86 -0.60 -2.18 0.366
H -1.42 0.14 1.82 0.374
H 0.37 1.53 1.99 0.232
```

Properties
energy relative to the best compared isomer or geometry (same formula, charge and spin)	99.5	kcal/mol
highest occupied orbital energy	-8.8	eV
net charge	0



No. 13
DFT (ωB97M-V with the def2-TZVPD basis set) results for a structure of composition C3H4N2O.

Geometry as XYZ:
```
10
Properties=species:S:1:pos:R:3:mulliken_charge:R:1
N 0.09 -1.42 -0.64 -0.537
C -0.88 -1.13 0.10 0.169
O -1.05 0.16 0.54 -0.246
C -0.54 1.20 -0.14 -0.414
C 1.21 1.56 0.52 0.233
N 1.71 2.31 1.26 -0.445
H 0.11 -2.41 -0.86 0.247
H -1.65 -1.78 0.52 0.395
H -0.33 0.86 -1.17 0.320
H 1.32 0.66 -0.14 0.277
```

Properties
energy relative to the best compared isomer or geometry (same formula, charge and spin)	130.4	kcal/mol
highest occupied orbital energy (alpha / beta)	-8.9 / -8.9	eV
net charge	0



No. 14
DFT (ωB97M-V with the def2-TZVPD basis set) results for an isolated molecule of C3H4N2O at a distorted geometry.

Geometry as XYZ:
```
10
Properties=species:S:1:pos:R:3:mulliken_charge:R:1
N -1.27 -1.06 -0.32 -0.447
C -0.30 -0.11 -0.04 0.406
C 0.95 -0.54 -0.13 -0.221
N 1.81 0.55 0.19 -0.583
C 0.97 1.51 0.44 0.060
O -0.35 1.21 0.33 -0.371
H -1.78 -1.47 0.44 0.210
H -1.71 -1.03 -1.22 0.212
H 0.52 -1.60 -0.43 0.353
H 1.17 2.54 0.74 0.381
```

Properties
energy relative to the best compared isomer or geometry (same formula, charge and spin)	68.1	kcal/mol
SMILES	Nc1cnco1
highest occupied orbital energy	-9.4	eV
net charge	0



No. 15
DFT (ωB97M-V with the def2-TZVPD basis set) results for an isolated molecule of C3H4N2O at a distorted geometry.

Geometry as XYZ:
```
10
Properties=species:S:1:pos:R:3:mulliken_charge:R:1
H 2.51 -0.28 -1.05 0.235
N 1.62 0.05 -0.71 -0.601
C 1.31 -0.46 0.40 0.134
O 0.12 -0.17 0.97 -0.332
C -0.81 0.54 0.16 -0.207
C -1.99 -0.25 -0.21 0.239
N -3.03 -0.60 -0.55 -0.385
H 1.90 -1.16 1.00 0.354
H -0.42 0.95 -0.77 0.303
H -1.20 1.37 0.76 0.260
```

Properties
energy relative to the best compared isomer or geometry (same formula, charge and spin)	37.6	kcal/mol
SMILES	[H]/N=C/OCC#N
highest occupied orbital energy	-11.0	eV
net charge	0



No. 16
DFT (ωB97M-V with the def2-TZVPD basis set) results for a structure of composition C3H4N2O at a distorted geometry.

Geometry as XYZ:
```
10
Properties=species:S:1:pos:R:3:mulliken_charge:R:1
C -1.39 -0.42 0.00 -0.745
C -0.33 0.57 0.16 0.377
N 0.00 0.10 -1.16 -0.256
O 1.27 -0.55 -0.88 -0.212
C 1.66 -0.07 0.34 0.103
N 0.80 0.54 1.03 -0.439
H -1.40 -1.48 -0.17 0.291
H -2.39 0.03 0.03 0.257
H -0.82 1.53 0.04 0.248
H 2.70 -0.22 0.62 0.379
```

Properties
energy relative to the best compared isomer or geometry (same formula, charge and spin)	119.8	kcal/mol
highest occupied orbital energy	-8.9	eV
net charge	0



No. 17
DFT (ωB97M-V with the def2-TZVPD basis set) results for an isolated molecule of C3H4N2O at a distorted geometry.

Geometry as XYZ:
```
10
Properties=species:S:1:pos:R:3:mulliken_charge:R:1
H 0.83 2.61 -0.44 0.239
N -0.03 1.80 -0.16 -0.587
C 0.21 0.51 0.07 0.013
C -1.12 -0.20 0.09 -0.210
C -2.30 -0.58 0.01 0.173
N 1.30 -0.11 0.49 -0.136
O 1.19 -1.23 -0.41 -0.483
H -3.36 -1.00 0.05 0.354
H 2.08 0.19 0.13 0.276
H 1.30 -2.16 0.24 0.361
```

Properties
energy relative to the best compared isomer or geometry (same formula, charge and spin)	164.4	kcal/mol
SMILES	[H]/N=C(/C#C)NO
highest occupied orbital energy	-9.5	eV
net charge	0



No. 18
DFT (ωB97M-V with the def2-TZVPD basis set) results for a structure of composition C3H4N2O at a distorted geometry.

Geometry as XYZ:
```
10
Properties=species:S:1:pos:R:3:mulliken_charge:R:1
O -0.56 -0.45 2.12 -0.341
C 0.07 -0.26 1.17 0.418
C 0.84 0.78 0.41 -0.116
N -0.24 1.13 -0.49 -0.620
C -0.69 0.01 -0.99 0.033
N -0.16 -1.14 -0.54 -0.545
H 1.20 1.63 0.99 0.326
H 1.67 0.22 -0.05 0.236
H -1.52 0.04 -1.69 0.395
H -0.61 -1.97 -0.94 0.214
```

Properties
energy relative to the best compared isomer or geometry (same formula, charge and spin)	60.0	kcal/mol
highest occupied orbital energy	-9.2	eV
net charge	0



No. 19
DFT (ωB97M-V with the def2-TZVPD basis set) results for an isolated molecule of C3H4N2O at a distorted geometry.

Geometry as XYZ:
```
10
Properties=species:S:1:pos:R:3:mulliken_charge:R:1
N 0.71 -1.42 0.94 -0.438
C 0.33 -0.29 0.19 0.743
N 1.44 0.32 -0.04 -0.311
O 0.52 1.73 -1.04 -0.480
C -0.70 1.34 -0.93 0.024
C -0.93 0.18 -0.23 -0.711
H 0.56 -1.44 1.92 0.209
H 1.45 -2.02 0.64 0.247
H -1.50 1.93 -1.41 0.377
H -1.87 -0.32 -0.04 0.341
```

Properties
energy relative to the best compared isomer or geometry (same formula, charge and spin)	86.0	kcal/mol
highest occupied orbital energy	-9.1	eV
net charge	0



No. 20
DFT (ωB97M-V with the def2-TZVPD basis set) results for an isolated molecule of C3H4N2O at a distorted geometry.

Geometry as XYZ:
```
10
Properties=species:S:1:pos:R:3:mulliken_charge:R:1
C -0.58 0.79 -1.06 -0.123
C -1.79 0.68 -0.57 -0.328
C 0.85 -0.97 1.48 0.153
N 0.48 0.18 -0.47 0.054
N -0.01 -0.32 0.74 -0.298
O 0.78 -1.58 2.54 -0.476
H -0.39 0.97 -2.23 0.222
H -2.77 1.15 -0.64 0.337
H 1.91 -0.90 0.96 0.135
H 1.51 -0.01 -0.73 0.324
```

Properties
energy relative to the best compared isomer or geometry (same formula, charge and spin)	157.9	kcal/mol
highest occupied orbital energy (alpha / beta)	-9.0 / -8.8	eV
net charge	0